Formula: C5H13NS
Source: OMol25
Level of theory: wB97M-V/def2-TZVPD

LUMO level, Ha: 0.0361
Gap between HOMO and LUMO, eV: 8.95
SMILES string: C=CNC.CSC
Net charge: 0
E_tot, eV: -17719.718
Largest force on an atom, eV Å⁻¹: 4.20
Energy above the lowest of the compared OMol25 structures with the same formula, charge and spin, kJ/mol: 147.8

Geometry as XYZ:
```
20
Properties=species:S:1:pos:R:3:forces:R:3
S 0.16062 0.05278 1.91951 0.08 -0.04 -0.58
N -0.48515 0.73159 -1.24537 0.49 -0.38 -1.83
C -0.86137 -0.64687 -3.29895 2.36 2.69 2.20
C 1.21127 -1.28965 1.30098 0.90 0.17 1.61
C -0.06962 2.11089 -0.94502 0.05 -0.94 0.41
C -0.23354 -0.69259 3.49052 -1.42 0.27 0.92
C -0.11984 0.21080 -2.53358 -0.90 -0.06 0.03
H 0.85129 0.58464 -2.91432 -0.55 -0.33 0.44
H -1.29879 -0.44622 3.79660 1.21 -0.09 -0.48
H 0.42573 -0.24589 4.24931 -0.14 -0.80 -0.02
H -1.82430 -0.86883 -2.99055 -1.73 -0.80 0.30
H 1.55606 -1.04378 0.32080 -0.08 0.04 -0.75
H -0.52407 2.86005 -1.57944 -0.16 0.23 -0.43
H -0.45173 -0.91337 -4.21621 0.33 -0.73 -1.41
H -0.21765 -1.79363 3.39544 0.36 0.57 0.33
H 0.60325 -2.18312 1.34467 0.12 -0.33 -0.37
H 1.03399 2.14970 -1.08023 -0.72 0.22 0.51
H -1.46213 0.55746 -1.04482 0.12 0.00 0.09
H 2.13407 -1.43252 1.94586 -1.11 0.20 -0.59
H -0.42809 2.29854 0.08480 0.77 0.12 -0.40
```
Positions in Å, forces in eV/Å.

Atom charges from the Löwdin analysis, given in e for atoms 1 to 2: S 0.717; N -0.127



Formula: C12H25N2
Source: OMol25
Level of theory: wB97M-V/def2-TZVPD

LUMO level, Ha: -0.1618
Gap between HOMO and LUMO, eV: 6.50
SMILES string: C/C=[N+](\C)CCN(C=C(C)C)C(C)C
Net charge: +1
E_tot, eV: -15820.005
Largest force on an atom, eV Å⁻¹: 5.38
Energy above the lowest of the compared OMol25 structures with the same formula, charge and spin, kJ/mol: 310.7

Geometry as XYZ:
```
39
Properties=species:S:1:pos:R:3:forces:R:3
N -2.44661 0.04952 -0.57829 -0.15 0.78 -5.32
N 0.83818 -0.35221 -0.56496 0.24 0.48 2.86
C 1.10331 0.98289 1.58185 -0.52 -1.74 1.06
C -1.49180 -0.90557 -1.28739 0.52 -0.48 -0.45
C 1.32454 -0.16570 2.55558 -0.55 -0.32 0.92
C 1.89909 -2.72526 -0.65894 -3.31 1.04 0.28
C -2.45881 0.04528 0.84826 -0.54 -0.27 0.87
C 1.00249 2.29092 2.33111 1.02 -0.38 0.81
C 1.99964 -1.18707 -0.58068 2.42 -2.15 2.16
C -0.07120 -0.28652 -1.59026 -2.03 1.96 0.49
C 2.98839 -0.85613 -1.65359 3.82 1.10 2.08
C -3.68396 2.23117 -0.97850 0.58 -1.26 -1.32
C 0.83149 0.77120 0.29024 0.08 2.03 -0.58
C -3.00129 0.90591 -1.44450 0.49 1.28 4.48
H 1.83060 2.51528 3.04064 -0.09 -0.92 -0.39
H -2.35325 1.05876 1.20963 0.96 0.07 0.32
H 0.62042 1.66864 -0.32875 -0.01 -0.15 0.54
H 4.07191 -1.24568 -1.44851 -2.02 -0.21 0.06
H -3.62497 2.23019 0.12378 -0.31 0.74 -0.74
H -1.69950 -0.70980 1.09390 -0.16 0.83 0.71
H 0.59007 -0.17069 3.40787 0.39 0.44 -0.78
H 1.30109 -1.20390 2.21948 -0.06 0.24 -0.62
H -1.78307 -1.05092 -2.32390 -1.06 -0.28 0.18
H -3.42986 -0.23300 1.28279 0.11 -0.45 -0.54
H 1.08115 3.14753 1.73240 -0.59 1.19 -1.26
H 0.46469 -0.66348 -2.41632 -0.47 -1.02 -1.67
H 2.44096 -1.08686 0.45724 -0.13 0.63 -1.39
H 0.14283 2.32067 2.99734 -0.40 -0.02 -0.28
H 2.78354 -1.27829 -2.61003 -0.51 0.61 -1.04
H -1.44659 -1.87145 -0.76070 -0.07 0.51 -0.11
H -3.31157 3.15455 -1.55303 0.21 -1.46 1.18
H -0.40807 0.80339 -1.85333 1.09 -1.34 0.25
H 2.27582 -0.04519 3.05140 0.48 0.09 0.17
H 3.29105 0.18182 -1.43722 -0.70 0.32 -1.59
H -2.82467 0.72829 -2.46224 0.11 -0.35 -1.25
H -4.70538 2.20724 -1.37779 -0.17 -0.22 0.59
H 1.18862 -3.10969 0.14249 1.20 -0.03 -0.97
H 2.87004 -3.15111 -0.74486 0.64 -0.42 0.64
H 1.45801 -2.85997 -1.63664 -0.52 -0.84 -0.36
```
Positions in Å, forces in eV/Å.

Atom charges from the Löwdin analysis, given in e for atoms 1 to 2: N -0.090; N -0.136



Formula: C6H13N
Source: OMol25
Level of theory: wB97M-V/def2-TZVPD

LUMO level, Ha: 0.0397
Gap between HOMO and LUMO, eV: 9.26
SMILES string: C=CC(=C)N.CC
Net charge: 0
E_tot, eV: -7920.537
Largest force on an atom, eV Å⁻¹: 4.07
Energy above the lowest of the compared OMol25 structures with the same formula, charge and spin, kJ/mol: 221.5

Geometry as XYZ:
```
20
Properties=species:S:1:pos:R:3:forces:R:3
N -0.41050 2.08336 -0.71097 0.44 0.41 -0.24
C 1.78615 -1.45077 0.47032 -0.03 -0.06 -0.20
C -0.83597 1.04046 1.40520 0.51 0.01 -0.64
C 1.95010 -0.18232 -0.34514 -2.60 -0.27 -1.31
C -1.30583 -0.25904 -0.75887 0.66 2.10 1.19
C -2.18653 -1.12028 -0.27361 0.31 -0.06 0.15
C -0.66391 0.97227 0.07515 -3.62 -1.44 -0.39
H 1.08456 -1.25466 1.28361 0.15 -0.13 0.13
H 0.80523 0.05846 -0.73388 3.93 -0.25 1.02
H 2.73315 -1.82144 0.86279 -0.03 0.01 0.15
H 1.35050 -2.23183 -0.15309 0.01 -0.12 0.05
H -0.45487 1.99604 -1.71392 -0.07 -0.13 0.19
H -0.75414 2.96859 -0.37116 0.14 -0.16 0.01
H -0.63047 1.95840 1.93010 0.17 0.14 0.13
H 2.43107 0.59563 0.24468 -0.49 0.37 -0.18
H 2.52280 -0.34694 -1.25761 0.20 -0.05 0.05
H -1.12272 -0.20113 -1.82712 0.29 -0.25 0.00
H -2.61194 -1.91077 -0.87364 -0.05 0.08 -0.24
H -1.18669 0.20955 1.98821 -0.01 -0.22 -0.02
H -2.49999 -1.10355 0.75897 0.10 0.02 0.16
```
Positions in Å, forces in eV/Å.

Atom charges from the Löwdin analysis, given in e for atoms 1 to 2: N 0.067; C -0.178



Formula: C5H11O2
Source: OMol25
Level of theory: wB97M-V/def2-TZVPD

LUMO level (spin up / spin down), Ha: 0.0269 / -0.1188
<S²>: 0.754
Gap between HOMO and LUMO (spin up / spin down), eV: 11.54 / 7.45
Net charge: 0
Spin multiplicity: 2
E_tot, eV: -9456.034
Largest force on an atom, eV Å⁻¹: 2.17
Energy above the lowest of the compared OMol25 structures with the same formula, charge and spin, kJ/mol: 40.0

Geometry as XYZ:
```
18
Properties=species:S:1:pos:R:3:forces:R:3
O 0.94301 -2.63527 -3.19850 0.11 -0.19 -0.28
O -0.40044 -1.07857 -2.28221 0.26 -0.51 -0.61
C -1.71858 0.42212 1.74059 -0.79 -1.10 -0.29
C 1.70161 -1.57986 -1.22571 0.52 -1.22 -1.68
C 0.61908 -1.73227 -2.33394 -0.44 1.32 1.66
C -0.35103 0.72613 1.16136 0.69 -0.46 0.01
C -0.18522 2.09085 0.47660 -0.57 -1.06 -0.17
H -2.48677 0.81632 1.06961 -0.09 0.61 0.49
H 2.60960 -2.09595 -1.55261 0.03 -0.01 0.21
H -0.30049 2.94252 1.13838 0.46 0.12 0.11
H 0.75726 1.99825 -0.05989 0.22 0.82 0.16
H 1.95574 -0.53309 -1.14012 -0.38 0.21 0.38
H -0.06377 -0.00822 0.40338 -0.48 -0.09 -0.10
H 1.31705 -2.10879 -0.36199 -0.07 0.41 0.32
H 0.43882 0.56735 1.90467 -0.14 0.31 0.22
H -0.95733 2.18755 -0.28890 -0.05 0.01 -0.05
H -1.84330 0.65761 2.79545 -0.10 0.86 -0.14
H -2.03523 -0.63669 1.75384 0.83 -0.03 -0.25
```
Positions in Å, forces in eV/Å.

Atom charges from the Löwdin analysis, given in e for atoms 1 to 2: O 0.251; O 0.087



Formula: CH4FOP
Source: OMol25
Level of theory: wB97M-V/def2-TZVPD

LUMO level, Ha: 0.0147
Gap between HOMO and LUMO, eV: 10.49
SMILES string: C=O.FP
Net charge: 0
E_tot, eV: -15154.179
Largest force on an atom, eV Å⁻¹: 3.36
Energy above the lowest of the compared OMol25 structures with the same formula, charge and spin, kJ/mol: 235.6

Geometry as XYZ:
```
8
Properties=species:S:1:pos:R:3:forces:R:3
P 0.41839 0.74486 0.44129 1.36 -0.66 -1.15
F 0.28134 -0.37025 1.56406 -0.09 -1.37 0.53
O -0.95096 -1.24981 -2.01469 -0.81 -1.32 2.21
C -1.73397 -1.64776 -1.15564 -1.17 1.76 -2.61
H -2.75486 -1.10462 -1.13830 1.15 -0.61 0.50
H 0.42623 1.70575 1.37253 0.27 1.93 1.04
H -1.69282 -2.54658 -0.51773 0.79 0.13 -0.08
H -0.90827 0.95977 0.25207 -1.51 0.15 -0.43
```
Positions in Å, forces in eV/Å.

Atom charges from the Löwdin analysis, given in e for atoms 1 to 2: P 0.767; F -0.445



Formula: C6H14N4
Source: OMol25
Level of theory: wB97M-V/def2-TZVPD

LUMO level, Ha: -0.3240
Gap between HOMO and LUMO, eV: 10.54
SMILES string: CC1(C)C(=[NH2+])N2C[C@H]1[NH2+]N2
Net charge: +2
E_tot, eV: -12388.409
Largest force on an atom, eV Å⁻¹: 5.29
Energy above the lowest of the compared OMol25 structures with the same formula, charge and spin, kJ/mol: 533.6

Geometry as XYZ:
```
24
Properties=species:S:1:pos:R:3:forces:R:3
N 2.04644 -0.36952 -0.61997 -3.68 -1.61 -0.72
N 1.31807 -0.95076 0.48509 0.81 -1.44 -0.32
N 1.54058 0.99421 -0.70704 0.37 -0.34 -1.18
N -0.52161 -2.19652 -0.55192 -0.02 -1.54 1.59
C 1.25994 0.16382 1.46093 -5.20 -0.73 -0.58
C -1.80100 -0.02845 1.04913 -1.94 -0.56 -2.29
C -1.23556 0.66781 -1.31165 -1.97 0.59 -2.59
C 0.48050 1.05918 0.43085 1.85 1.97 0.63
C -0.71862 0.23194 0.01842 1.15 -1.45 -0.45
C -0.01841 -1.12384 -0.06288 -0.52 2.07 -0.32
H 1.18723 1.26603 -1.69761 0.60 -1.01 1.82
H -0.01728 -2.99991 -0.15779 -0.01 -0.43 -0.96
H -1.52631 -2.44262 -0.86363 1.97 1.21 0.44
H -1.49606 -0.38294 1.96998 0.87 -1.11 1.79
H -2.25527 1.22131 -1.19026 1.83 -1.02 -0.34
H -1.41683 -0.28967 -1.99631 0.35 2.48 1.04
H 0.65127 -0.11047 2.37386 0.43 0.29 -1.19
H 2.98513 -0.51670 -0.40939 2.29 0.55 0.23
H -2.27524 0.88815 1.25464 -0.96 1.19 0.14
H 2.33158 1.59544 -0.52470 0.16 0.86 0.31
H 0.42083 2.16240 0.44812 -0.82 -0.52 1.11
H -0.52061 1.45016 -1.80654 -1.71 -1.62 0.45
H 2.15397 0.47067 1.83481 2.90 0.82 0.44
H -2.57274 -0.75972 0.57388 1.24 1.36 0.95
```
Positions in Å, forces in eV/Å.

Atom charges from the Löwdin analysis, given in e for atoms 1 to 2: N 0.097; N -0.008



Formula: C3H12O3
Source: OMol25
Level of theory: wB97M-V/def2-TZVPD

LUMO level (spin up / spin down), Ha: -0.1080 / -0.3852
<S²>: 0.755
Gap between HOMO and LUMO (spin up / spin down), eV: 11.37 / 2.62
Net charge: +1
Spin multiplicity: 2
E_tot, eV: -9435.620
Largest force on an atom, eV Å⁻¹: 1.65
Energy above the lowest of the compared OMol25 structures with the same formula, charge and spin, kJ/mol: 235.3

Geometry as XYZ:
```
18
Properties=species:S:1:pos:R:3:forces:R:3
O -1.78079 0.57009 -1.58081 -0.55 0.14 0.49
O 0.37338 -1.64322 -3.44675 -0.05 0.45 0.27
O 1.06098 2.20536 3.14877 -0.34 -0.02 -1.61
C 0.84558 0.80839 3.32766 0.56 1.06 0.87
C -1.35212 1.36797 -0.52173 -0.41 1.11 -0.81
C 0.37493 -2.37510 -2.23949 0.31 -1.04 -0.56
H 0.09856 -1.74164 -1.39661 -0.30 -0.08 0.02
H 0.19934 0.33470 2.58867 -0.06 0.59 -0.03
H -0.00866 -2.21002 -4.12083 0.05 0.12 -0.24
H -1.19803 0.66355 0.29567 0.65 -0.15 0.66
H -0.99185 0.35821 -2.08508 0.43 -0.44 -0.89
H -0.21545 -3.28020 -2.38212 -0.63 0.25 0.58
H -2.12400 2.05082 -0.16673 -0.55 -0.32 -0.12
H 0.37131 0.90937 4.30386 -0.39 -1.48 0.39
H 1.35007 -2.81147 -2.02317 0.50 0.43 0.06
H 1.71933 2.50504 3.77994 0.28 0.03 0.15
H -0.52745 1.99473 -0.86114 0.57 -0.43 0.58
H 1.80484 0.29341 3.37983 -0.08 -0.23 0.20
```
Positions in Å, forces in eV/Å.

Atom charges from the Löwdin analysis, given in e for atoms 1 to 2: O 0.131; O -0.082



Formula: C10H24FO5PS2Si2
Source: OMol25
Level of theory: wB97M-V/def2-TZVPD

LUMO level, Ha: 0.0072
Gap between HOMO and LUMO, eV: 8.71
SMILES string: CCP(CC)[Si@@](CCOC(C)=O)(O[Si@@](C)(F)S)S(C)(=O)=O
Net charge: 0
E_tot, eV: -70434.763
Largest force on an atom, eV Å⁻¹: 0.79
Energy above the lowest of the compared OMol25 structures with the same formula, charge and spin, kJ/mol: 0.0

Geometry as XYZ:
```
45
Properties=species:S:1:pos:R:3:forces:R:3
S -3.35408 0.59833 -1.10012 0.11 0.08 -0.01
S -1.19203 1.19036 2.71814 0.19 -0.21 0.12
P 1.47451 -0.85154 2.03392 -0.06 -0.03 0.78
Si -2.77678 -1.16947 -0.03596 -0.07 -0.20 -0.15
Si -0.23960 0.12770 1.00315 0.40 -0.32 -0.30
F -3.61280 -1.18398 1.32269 0.07 -0.02 -0.01
O -0.04156 1.93514 3.21174 0.01 0.06 -0.13
O 1.07711 3.26003 -2.81078 -0.35 -0.16 0.09
O -1.88450 0.28139 3.60358 -0.06 0.06 0.00
O -1.18514 -1.06412 0.33494 -0.36 0.54 0.24
O 0.49574 1.08966 -2.64404 -0.55 0.14 0.04
C 0.15060 1.45780 -0.24196 -0.04 0.11 -0.13
C 1.43872 -2.57839 1.37647 -0.13 0.15 -0.50
C 4.23687 -0.76702 1.99641 -0.15 -0.11 -0.01
C 3.01318 -0.11015 1.34355 0.19 -0.12 -0.32
C -0.86287 2.46586 -4.00743 0.18 -0.04 -0.08
C 0.33603 2.36002 -3.10937 0.37 0.00 0.00
C -2.35252 2.41052 2.13624 -0.10 0.14 0.04
C 1.09973 0.97560 -1.35195 0.40 0.09 -0.04
C -3.11264 -2.71242 -0.98953 0.16 -0.01 0.03
C 1.62585 -2.79369 -0.13079 0.10 -0.21 0.11
H 3.09070 -0.24620 0.26331 -0.04 0.15 -0.03
H -2.19973 -3.30866 -1.03184 0.00 -0.03 0.01
H -0.89732 3.45135 -4.45990 0.00 0.02 0.00
H -1.76082 2.28911 -3.41407 0.01 0.00 0.03
H 4.05341 -0.99241 3.04768 0.06 0.14 0.06
H -0.77659 1.78971 -0.71797 -0.05 -0.03 0.06
H 0.66648 -2.81130 -0.64537 0.00 0.17 -0.05
H 2.11432 -3.74956 -0.32795 -0.04 -0.04 0.00
H -3.36825 2.05135 2.27504 0.00 -0.09 -0.07
H -2.15525 2.64799 1.09228 0.01 -0.01 -0.03
H 1.35674 -0.07811 -1.26075 -0.10 -0.05 -0.06
H -2.16096 3.29593 2.74060 -0.05 0.00 0.04
H 2.02761 1.54490 -1.33258 0.02 0.02 0.00
H 4.46210 -1.71569 1.50729 0.04 -0.01 -0.02
H -0.82823 1.69593 -4.77691 0.01 -0.03 0.00
H -3.88591 -3.30876 -0.50727 -0.06 0.02 -0.04
H -4.25144 -0.03947 -1.86134 -0.06 -0.03 0.03
H -3.40537 -2.48847 -2.01382 -0.06 -0.04 -0.02
H 0.55610 2.33085 0.27314 0.04 -0.02 0.02
H 5.11550 -0.12929 1.91667 0.03 -0.01 0.00
H 2.99947 0.96341 1.53522 -0.11 0.00 0.10
H 2.19372 -3.13106 1.93599 -0.02 0.03 0.10
H 2.25765 -2.02944 -0.58334 -0.01 0.02 -0.03
H 0.46230 -2.95376 1.68702 0.08 -0.16 0.10
```
Positions in Å, forces in eV/Å.

Atom charges from the Löwdin analysis, given in e for atoms 1 to 2: S 0.554; S 0.483



Look up the net charge of the sixth one. +2



Which formula does entry 4 have? C5H11O2



The lowest E_tot belongs to which entry? C10H24FO5PS2Si2